C40H33F6N3O2 | ωB97M-V/def2-TZVPD

The geometry in ORCA input format:
```
! RIJCOSX wB97M-V def2-TZVPD def2/J DEFGRID3
* xyz 0 1
C 4.9213 2.4617 0.9848
C 4.8120 1.0977 1.5956
O 3.8853 0.3343 0.7859
C 3.7744 -0.9280 1.2937
C 3.0042 -1.8309 0.4562
C 3.2057 -3.2178 0.5458
C 3.9412 -3.8305 1.6214
C 4.1749 -5.1932 1.6461
C 3.6538 -6.0208 0.6414
C 3.8757 -7.4322 0.6809
N 4.0299 -8.5900 0.7318
C 2.9066 -5.4594 -0.4096
C 2.6868 -4.0978 -0.4615
O 4.3249 -1.1852 2.3720
H 5.5368 3.0943 1.6247
H 5.4062 2.4151 0.0057
H 3.9425 2.9349 0.8716
H 5.7780 0.5761 1.5700
H 4.4450 1.1387 2.6299
H 2.4763 -1.4425 -0.4116
H 4.3476 -3.1870 2.3926
H 4.8022 -5.6167 2.4350
H 2.5371 -6.0998 -1.2145
H 2.1509 -3.6473 -1.3103
F 2.1265 5.7466 -3.8927
C 2.0668 5.3620 -2.5916
F 2.5249 4.0677 -2.5132
F 2.9611 6.1288 -1.8756
C 0.7029 5.4816 -1.9801
N 0.7573 5.0089 -0.5931
C 0.6143 6.0028 0.4190
C -0.6553 6.5575 0.6701
C -0.7806 7.6418 1.5313
C 0.3582 8.2223 2.1012
C 1.6214 7.6922 1.8305
C 1.7567 6.5887 0.9926
C 0.7429 3.6570 -0.3288
C 1.2455 3.1821 0.9078
C 1.3045 1.8261 1.1639
C 0.7700 0.8723 0.2576
C 0.7034 -0.5298 0.5683
C -0.4635 -1.2909 0.2422
C -0.4280 -2.7071 0.2350
C -1.5231 -3.4588 -0.1411
C -2.7759 -2.8309 -0.3770
N -3.9004 -3.5628 -0.6839
C -3.7739 -4.9478 -1.1483
C -3.4720 -4.9496 -2.6183
F -3.2510 -6.1870 -3.1361
F -4.5236 -4.3812 -3.3052
F -2.3721 -4.1736 -2.8999
C -5.2403 -3.1206 -0.4776
C -5.8714 -2.3115 -1.4387
C -7.2430 -2.0892 -1.3621
C -7.9943 -2.6363 -0.3201
C -7.3637 -3.4255 0.6498
C -6.0061 -3.7055 0.5515
C -2.8656 -1.4213 -0.2658
C -1.7379 -0.6785 0.0108
C 0.2108 1.3803 -0.9549
C 0.2177 2.7263 -1.2584
H 0.4336 6.5400 -1.9485
H -0.0025 4.8964 -2.5759
H -1.5235 6.1125 0.1796
H -1.7693 8.0416 1.7478
H 0.2598 9.0928 2.7502
H 2.5171 8.1378 2.2647
H 2.7342 6.1718 0.7413
H 1.5665 3.9014 1.6691
H 1.6887 1.4644 2.1237
H 1.3577 -0.9148 1.3708
H 0.4944 -3.2052 0.5153
H -1.4189 -4.5397 -0.2011
H -2.9734 -5.4722 -0.6211
H -4.7445 -5.4288 -1.0099
H -5.2702 -1.9089 -2.2563
H -7.7244 -1.4798 -2.1293
H -9.0696 -2.4546 -0.2634
H -7.9348 -3.8325 1.4822
H -5.5127 -4.3764 1.2575
H -3.8307 -0.9250 -0.4046
H -1.8256 0.4045 0.0877
H -0.2541 0.6850 -1.6531
H -0.2602 3.0790 -2.1733
*
```

The HOMO energy is -0.2270 Eh. Its lowest unoccupied orbital energy is -0.06962 Eh. Its orbital gap is 0.1574 hartree.

Atomic partial charges in e from the Löwdin method, atoms 1 to 2: -0.07, -0.24

C8H4Cl4N2 | ωB97M-V/def2-TZVPD

The geometry in ORCA input format:
```
! RIJCOSX wB97M-V def2-TZVPD def2/J DEFGRID3
* xyz 0 1
N 1.5054 -3.2498 1.0374
C 0.6756 -2.4555 0.9722
C -0.0880 -1.2775 0.8062
Cl -1.5219 -1.3101 -0.1072
C 0.4622 -0.2116 1.4457
C -0.0030 1.1855 1.2996
C -1.1882 1.7158 1.8204
Cl -2.5309 0.7371 2.2135
H 1.2622 -0.3731 2.1460
H 0.7475 1.9023 1.0319
H -1.3992 2.7298 1.8460
N -1.2121 2.0729 -1.5111
C -0.3936 1.3058 -1.7927
C 0.6264 0.3770 -1.9378
Cl 2.2175 0.8264 -1.4046
C 0.2909 -0.7914 -2.5184
Cl 1.2135 -2.2579 -2.4731
H -0.6644 -0.9257 -2.8741
*
```

Its SMILES is N#C/C(Cl)=C/C=C\Cl.N#C/C(Cl)=C/Cl. The HOMO energy is -0.3501 Eh. As for the energy above the lowest of the compared OMol25 structures with the same formula, charge and spin: 0.0 kcal per mole. Its lowest unoccupied orbital energy is -0.01813 Eh. Its orbital gap is 0.3320 hartree.

Atomic partial charges in e from the natural (NBO) method, atoms 1 to 2: -0.28, 0.24

DFT total energy values, unit a.u., following the record order: -2457.932863 -2257.412297.